Formula: C21H34N4O2S2
Source: OMol25
Level of theory: ωB97M-V with the def2-TZVPD basis set

CARTESIAN COORDINATES (ANGSTROEM)
O  -1.708  -2.982  0.579
C  -0.748  -2.313  1.026
N  0.559  -2.247  0.704
H  1.085  -1.760  1.220
C  0.982  -3.338  -0.473
C  1.062  -2.438  -1.562
C  2.089  -1.394  -1.289
C  3.493  -1.871  -1.194
C  3.325  -2.638  0.142
C  2.340  -3.787  0.111
H  2.554  -4.284  -0.599
H  2.074  -4.154  0.976
H  3.154  -2.148  0.928
H  4.351  -3.044  0.531
H  3.828  -2.586  -1.993
H  4.199  -1.144  -0.838
H  1.911  -0.724  -0.626
H  2.241  -0.763  -2.309
H  1.511  -2.923  -2.482
H  0.125  -1.861  -1.762
H  0.188  -3.972  -0.583
C  -1.353  -1.182  2.284
N  -1.058  0.196  1.734
C  0.037  0.810  2.009
N  0.127  2.234  1.221
C  -0.988  2.855  1.207
H  -1.910  2.136  1.670
C  -1.304  3.250  -0.301
H  -2.258  3.747  -0.240
C  -1.588  1.780  -1.001
N  -2.665  1.091  -0.559
C  -3.994  1.642  -0.562
C  -4.986  0.760  0.161
O  -5.192  -0.549  -0.682
C  -3.978  -1.181  -0.744
C  -2.795  -0.026  -1.278
H  -3.055  0.041  -2.530
H  -1.901  -0.769  -1.040
H  -3.667  -1.447  0.255
H  -4.229  -1.838  -1.312
H  -4.642  0.353  1.322
H  -6.129  1.285  0.412
H  -4.385  1.956  -1.406
H  -3.928  2.397  0.241
H  -0.817  1.274  -1.177
H  -1.707  2.047  -2.120
H  -0.387  3.462  -0.672
H  -0.829  3.652  1.760
C  1.417  2.877  1.424
C  2.241  2.439  0.528
C  3.661  1.954  0.610
C  4.345  1.712  -0.607
C  3.755  2.017  -1.744
S  2.070  2.441  -1.114
H  3.939  1.800  -2.566
H  5.373  1.401  -0.398
H  4.036  1.662  1.559
H  1.776  2.625  2.560
H  1.195  3.946  1.443
S  1.604  0.040  2.797
H  -1.678  0.347  0.909
H  -0.539  -1.460  3.085
H  -2.231  -1.402  2.355

Atoms 1-2, force components in eV/Å:
2.814 0.666 0.092
-3.292 1.433 1.672

Summary:
Calculated total energy = -54035.299 eV
HOMO-LUMO gap = 8.54 eV
Net charge = 0
LUMO level = 0.453 eV
Largest force on an atom = 16.1 eV/Å
E_HOMO = -0.2972 hartree
Energy above the lowest of the compared OMol25 structures with the same formula, charge and spin = 1935.1 kJ/mol

Mulliken population analysis, charges in e, atoms 1 to 4:
1 O -0.689
2 C 0.714
3 N -0.098
4 H 0.036